{"formula": "C33H32BBrN13NaO3S", "method": "the ωB97M-V functional and the def2-TZVPD basis", "species": ["Na", "C", "C", "C", "C", "N", "N", "B", "N", "C", "C", "C", "C", "N", "N", "C", "C", "C", "C", "N", "N", "C", "C", "C", "C", "N", "H", "H", "H", "H", "H", "H", "H", "H", "H", "H", "H", "H", "H", "H", "H", "H", "H", "H", "H", "H", "Br", "C", "C", "C", "C", "C", "C", "N", "C", "C", "C", "C", "C", "C", "N", "H", "H", "H", "H", "H", "H", "H", "H", "H", "C", "S", "O", "O", "O", "H", "H", "H", "N", "C", "C", "C", "N", "C", "N"], "coordinates": [[0.2313, -0.4080, -0.8614], [2.3003, -3.6112, -0.0338], [2.7951, -2.2897, 0.5086], [3.8884, -2.0725, 1.3603], [3.9726, -0.6788, 1.5576], [2.8789, -0.1720, 0.9354], [2.1805, -1.1185, 0.3639], [2.4558, 1.3015, 0.9867], [2.4038, 1.9918, -0.4243], [2.7433, 3.2275, -0.8887], [2.2871, 3.3137, -2.1776], [1.6641, 2.0902, -2.4040], [0.9918, 1.7435, -3.6322], [1.6921, 1.3155, -1.3593], [1.1177, 1.2675, 1.7620], [0.8815, 0.4177, 2.7308], [0.0366, 0.9535, 3.5814], [-0.4767, 2.1108, 2.8297], [-1.5360, 3.0587, 3.3003], [0.3274, 2.4483, 1.9711], [3.5393, 2.0737, 1.7514], [4.8432, 2.2362, 1.4436], [5.4744, 2.9374, 2.5012], [4.4295, 3.0676, 3.4690], [4.3682, 3.9748, 4.6422], [3.3015, 2.5036, 3.0415], [2.4250, -4.3911, 0.7187], [2.9983, -3.9329, -0.7908], [1.3069, -3.5848, -0.5351], [4.6117, -2.7338, 1.8533], [4.5909, -0.1096, 2.2193], [3.3409, 3.8963, -0.3118], [2.3347, 4.0787, -2.9423], [0.3818, 0.8642, -3.3859], [1.6837, 1.5651, -4.3685], [0.2999, 2.5294, -3.8976], [1.4216, -0.5627, 2.8252], [-0.6343, 0.6135, 4.3115], [-1.3036, 3.3520, 4.3281], [-2.3280, 2.3726, 3.5315], [-1.8375, 3.8741, 2.5827], [5.1642, 1.8508, 0.4541], [6.5531, 3.1379, 2.6319], [5.0345, 3.6981, 5.4674], [3.3447, 4.0412, 4.9799], [4.7230, 5.0191, 4.3177], [-4.9172, -7.1564, 0.4208], [-4.1720, -5.4842, -0.0184], [-4.9008, -4.3481, 0.1558], [-4.4384, -3.1634, -0.3378], [-3.2003, -3.0755, -1.0159], [-2.4407, -4.2319, -1.1038], [-2.9272, -5.4423, -0.6498], [-2.6189, -1.8769, -1.4276], [-3.3847, -0.9950, -1.9742], [-3.0085, 0.4354, -2.1291], [-3.8851, 1.3602, -2.6844], [-3.5989, 2.7024, -2.5928], [-2.3783, 3.1130, -2.0692], [-1.5989, 2.1210, -1.5481], [-1.8633, 0.8428, -1.5866], [-5.8721, -4.4032, 0.6685], [-5.0316, -2.3159, -0.1105], [-1.5151, -4.1793, -1.6357], [-2.2572, -6.3356, -0.8086], [-4.4114, -1.2207, -2.1835], [-4.9125, 0.9790, -2.9673], [-4.2717, 3.4748, -2.9192], [-2.0171, 4.1515, -1.9810], [-0.6894, 2.3614, -0.9614], [-0.2182, -2.0851, -4.7076], [0.8960, -3.0064, -3.5985], [2.1274, -3.0890, -4.3846], [0.1940, -4.2379, -3.2717], [1.0526, -2.0502, -2.4854], [-0.3865, -2.5859, -5.5828], [0.2916, -1.1591, -4.9141], [-1.1197, -1.8952, -4.0837], [-1.2320, -1.0539, 1.1858], [-2.3026, -0.9214, 1.6182], [-3.6304, -0.6558, 2.0375], [-4.2484, 0.1235, 1.0453], [-4.9189, 0.7706, 0.3330], [-4.2945, -1.1750, 3.1763], [-4.8027, -1.5534, 4.1474]], "forces_ev_per_angstrom": [[0.16, -0.79, -0.21], [0.05, 0.42, -0.23], [-0.41, 0.04, 1.08], [1.73, 1.03, 0.72], [-1.21, -2.07, -0.16], [1.73, 0.88, 0.56], [-1.41, -0.98, -1.74], [-0.02, 0.50, -0.07], [-0.65, -0.39, 0.71], [0.12, -0.82, 0.21], [0.15, 0.33, -0.23], [0.11, 1.00, 0.02], [-2.56, -0.75, 1.37], [0.42, 0.12, 0.54], [1.12, 2.99, -2.19], [2.45, -3.35, 0.89], [-4.55, 1.86, -0.15], [-1.05, 0.24, 5.57], [-0.16, -0.49, 0.25], [3.57, -0.84, -6.06], [0.46, 0.02, 2.01], [0.40, 0.73, -0.12], [-0.37, -1.26, -0.59], [-0.08, -0.15, -1.26], [1.17, 1.35, -0.02], [0.25, 0.61, -0.97], [-0.56, 0.08, 0.25], [0.21, 0.04, -0.63], [0.68, 0.08, 0.71], [-0.52, -0.05, -0.64], [0.22, 0.15, -0.06], [0.09, 0.24, 0.38], [0.28, 0.16, 0.44], [0.20, -0.11, -0.70], [1.36, -0.62, -2.08], [-0.14, 0.32, -0.41], [-0.57, 1.29, -0.30], [-0.06, -1.24, 1.28], [0.30, 0.84, -0.32], [-1.40, -0.02, -0.32], [0.48, -0.94, 0.95], [0.11, 0.49, 0.94], [-0.94, 0.08, -0.27], [-0.18, -0.12, -0.05], [-0.19, 0.04, 0.22], [-0.64, -1.39, 0.44], [-0.07, -0.27, 0.28], [1.09, -0.99, -0.73], [-1.31, -0.36, 0.61], [1.10, 0.63, -0.49], [-0.62, -0.54, 0.90], [-0.32, -0.11, -0.31], [0.80, -0.88, -0.06], [-0.93, 1.75, -0.74], [1.19, -0.39, 1.01], [0.42, 0.02, -0.34], [-2.00, -1.26, 0.35], [0.61, 1.01, -0.38], [-0.50, 0.56, -0.08], [2.13, 0.51, 1.32], [-0.16, -1.40, 0.23], [0.52, 0.11, -0.26], [-0.35, 1.00, -0.14], [0.70, -0.04, -0.17], [-1.17, 0.91, 0.33], [-0.75, -0.19, -0.36], [1.35, 0.68, 0.03], [-0.42, -0.07, -0.25], [-0.60, -0.60, -0.13], [-0.43, 0.10, -0.63], [0.15, 0.87, 3.32], [0.34, 2.08, -1.32], [-0.46, -0.82, 0.46], [0.23, -0.19, 0.27], [-0.48, -0.47, 0.32], [-0.65, -1.48, -2.11], [0.14, 0.39, -0.02], [0.33, -0.11, -0.73], [-0.97, 0.05, 0.33], [0.82, -0.45, 0.59], [1.01, -0.21, -0.97], [-2.64, 1.47, -0.57], [1.37, -1.12, 1.06], [0.10, 0.04, 0.40], [0.30, 0.22, -0.78]], "multiplicity": 2, "homo_energy_ev": [-6.0, -6.0], "gap_ev": [7.232, 3.863], "e_tot_ha": -5373.7124, "relative_energy_ev": 0.000, "s2": 0.78, "e_lumo_ev": [1.20, -2.16], "total_charge": -1}